An isolated molecule of C17H20N2O4S, computed with ωB97M-V with the def2-TZVPD basis set.

Its LUMO energy is 0.60 eV. The calculation puts the energy above the lowest of the compared OMol25 structures with the same formula, charge and spin at 308.46 kJ/mol. For the frontier orbital gap, the calculation gives 8.54 eV. The SMILES is COc1cccc(CNS(=O)(=O)c2ccc3c(c2)N(C)CCO3)c1.

```
! wB97M-V def2-TZVPD RIJCOSX def2/J DEFGRID3
* xyz 0 1
C -1.02 2.67 -3.44
O -1.92 2.11 -2.51
C -1.63 0.87 -2.02
C -2.44 0.41 -0.97
C -2.18 -0.81 -0.39
C -1.10 -1.57 -0.81
C -0.31 -1.13 -1.86
C 0.87 -1.94 -2.33
N 1.98 -1.08 -2.69
S 2.51 0.14 -1.66
O 1.88 1.38 -2.04
O 3.94 0.08 -1.74
C 1.94 -0.33 -0.04
C 2.47 -1.45 0.57
C 1.95 -1.84 1.79
C 0.93 -1.12 2.39
C 0.42 0.06 1.79
C 0.96 0.43 0.55
N -0.59 0.76 2.41
C -0.99 2.05 1.91
C -0.76 0.49 3.81
C -0.77 -1.02 4.00
O 0.46 -1.59 3.58
C -0.60 0.07 -2.48
H 0.01 2.63 -3.07
H -1.09 2.17 -4.41
H -1.33 3.71 -3.54
H -3.26 1.03 -0.64
H -2.80 -1.15 0.42
H -0.88 -2.51 -0.32
H 1.15 -2.66 -1.54
H 0.59 -2.51 -3.22
H 2.79 -1.60 -2.99
H 3.28 -1.99 0.10
H 2.32 -2.71 2.30
H 0.61 1.30 0.03
H -1.84 2.40 2.49
H -1.30 1.96 0.87
H -0.18 2.80 1.98
H -1.71 0.91 4.15
H 0.06 0.92 4.42
H -0.88 -1.30 5.05
H -1.59 -1.45 3.41
H 0.02 0.38 -3.31
*
```

An isolated molecule of C17H20N2O5, computed with ωB97M-V with the def2-TZVPD basis set.

Its LUMO energy is 0.65 eV. The calculation puts the energy above the lowest of the compared OMol25 structures with the same formula, charge and spin at 271.67 kJ/mol. For the frontier orbital gap, the calculation gives 9.41 eV. The SMILES is CCOc1ccc(C(=O)NCC(=O)OCc2c(C)noc2C)cc1.

```
! wB97M-V def2-TZVPD RIJCOSX def2/J DEFGRID3
* xyz 0 1
C -1.45 -2.93 6.15
C -2.12 -3.90 5.18
O -2.66 -3.25 4.05
C -1.84 -2.82 3.05
C -0.47 -3.05 2.96
C 0.25 -2.57 1.88
C -0.38 -1.85 0.87
C 0.34 -1.31 -0.31
O -0.22 -1.08 -1.37
N 1.68 -1.11 -0.15
C 2.39 -0.40 -1.18
C 2.08 1.10 -1.10
O 1.71 1.65 -0.09
O 2.26 1.68 -2.28
C 1.89 3.07 -2.40
C 0.73 3.21 -3.31
C -0.61 2.75 -3.10
C -1.15 2.02 -1.93
N -1.35 3.06 -4.13
O -0.57 3.71 -5.03
C 0.68 3.79 -4.55
C 1.71 4.46 -5.38
C -1.76 -1.64 0.95
C -2.48 -2.11 2.03
H -2.17 -2.18 6.46
H -0.61 -2.43 5.69
H -1.11 -3.47 7.03
H -2.98 -4.37 5.66
H -1.42 -4.69 4.87
H 0.05 -3.62 3.72
H 1.30 -2.79 1.83
H 2.02 -0.98 0.79
H 3.47 -0.55 -1.07
H 2.06 -0.77 -2.15
H 1.66 3.45 -1.40
H 2.76 3.59 -2.81
H -0.75 2.43 -1.00
H -2.23 2.08 -1.93
H -0.86 0.97 -1.98
H 1.31 4.64 -6.38
H 2.00 5.41 -4.94
H 2.60 3.84 -5.46
H -2.24 -1.09 0.16
H -3.54 -1.95 2.10
*
```

An isolated molecule of C17H20N2O5, computed with ωB97M-V with the def2-TZVPD basis set.

Its LUMO energy is 0.75 eV. The calculation puts the energy above the lowest of the compared OMol25 structures with the same formula, charge and spin at 248.01 kJ/mol. For the frontier orbital gap, the calculation gives 8.36 eV. The SMILES is COc1ccccc1NCCC(=O)OCC(=O)NCc1ccco1.

```
! wB97M-V def2-TZVPD RIJCOSX def2/J DEFGRID3
* xyz 0 1
C 0.00 0.52 -3.90
O 0.78 -0.30 -3.06
C 1.38 0.29 -1.97
C 1.39 1.65 -1.71
C 2.03 2.14 -0.58
C 2.67 1.27 0.28
C 2.67 -0.09 0.02
C 2.04 -0.60 -1.10
N 2.11 -1.94 -1.46
C 2.04 -3.01 -0.50
C 0.64 -3.67 -0.42
C -0.40 -2.65 -0.01
O -0.68 -2.37 1.13
O -0.96 -2.09 -1.08
C -2.05 -1.19 -0.90
C -1.64 0.25 -0.55
O -1.85 1.17 -1.31
N -1.10 0.37 0.67
C -0.76 1.66 1.25
C -1.50 1.87 2.53
C -1.12 1.69 3.83
C -2.25 2.01 4.62
C -3.23 2.36 3.74
O -2.79 2.28 2.48
H -0.44 -0.16 -4.64
H 0.62 1.26 -4.42
H -0.79 1.02 -3.34
H 0.88 2.33 -2.37
H 2.03 3.20 -0.39
H 3.17 1.65 1.16
H 3.19 -0.75 0.70
H 1.59 -2.12 -2.31
H 2.75 -3.79 -0.79
H 2.31 -2.64 0.49
H 0.66 -4.46 0.32
H 0.37 -4.07 -1.40
H -2.71 -1.57 -0.11
H -2.57 -1.18 -1.86
H -0.97 -0.45 1.24
H -1.04 2.42 0.52
H 0.31 1.71 1.44
H -0.16 1.37 4.18
H -2.32 1.98 5.69
H -4.24 2.68 3.89
*
```

An isolated molecule of C17H20N2O6, computed with ωB97M-V with the def2-TZVPD basis set.

Its LUMO energy is 0.72 eV. The calculation puts the energy above the lowest of the compared OMol25 structures with the same formula, charge and spin at 80.02 kJ/mol. For the frontier orbital gap, the calculation gives 8.67 eV. The SMILES is CCOCCOC(=O)C1=C(C)NC(=O)N[C@@H]1c1ccc2c(c1)OCO2.

```
! wB97M-V def2-TZVPD RIJCOSX def2/J DEFGRID3
* xyz 0 1
C 1.67 3.08 1.33
C 2.45 1.79 1.07
O 1.93 0.97 0.04
C 1.98 1.48 -1.27
C 0.66 2.11 -1.72
O -0.39 1.16 -1.58
C -1.29 1.38 -0.60
O -1.34 2.41 0.03
C -2.17 0.22 -0.43
C -3.28 0.23 0.35
C -3.83 1.41 1.09
N -4.01 -0.92 0.51
C -3.77 -2.12 -0.14
O -4.49 -3.08 0.03
N -2.72 -2.10 -0.99
C -1.71 -1.06 -1.09
C -0.41 -1.50 -0.46
C -0.32 -1.64 0.92
C 0.86 -1.99 1.55
C 1.96 -2.18 0.75
C 1.88 -2.05 -0.64
C 0.71 -1.73 -1.27
O 3.12 -2.29 -1.18
C 3.98 -2.53 -0.10
O 3.25 -2.50 1.11
H 1.84 3.81 0.55
H 1.99 3.50 2.28
H 0.61 2.86 1.38
H 2.43 1.15 1.95
H 3.50 2.04 0.84
H 2.19 0.61 -1.91
H 2.79 2.21 -1.38
H 0.41 3.00 -1.13
H 0.72 2.37 -2.78
H -3.82 1.21 2.16
H -3.24 2.29 0.89
H -4.86 1.58 0.79
H -4.84 -0.90 1.09
H -2.50 -2.98 -1.42
H -1.54 -0.87 -2.16
H -1.20 -1.46 1.52
H 0.93 -2.09 2.62
H 0.66 -1.63 -2.34
H 4.77 -1.76 -0.07
H 4.45 -3.52 -0.21
*
```

An isolated molecule of C17H20N4O4, computed with ωB97M-V with the def2-TZVPD basis set.

Its LUMO energy is -0.28 eV. The calculation puts the energy above the lowest of the compared OMol25 structures with the same formula, charge and spin at 152.41 kJ/mol. For the frontier orbital gap, the calculation gives 8.24 eV. The SMILES is CCOC(=O)N1CCN(c2nc3c(C)cccn3c(=O)c2C=O)CC1.

```
! wB97M-V def2-TZVPD RIJCOSX def2/J DEFGRID3
* xyz 0 1
C 3.68 0.98 -1.11
C 2.29 0.97 -1.72
O 1.43 1.73 -0.88
C 0.20 1.95 -1.39
O -0.16 1.54 -2.47
N -0.57 2.75 -0.59
C -1.98 2.82 -0.91
C -2.69 1.56 -0.35
N -1.90 1.04 0.75
C -1.19 -0.09 0.62
N 0.00 -0.10 1.25
C 0.85 -1.07 1.02
C 2.13 -1.04 1.66
C 2.39 0.07 2.62
C 3.06 -1.99 1.33
C 2.76 -3.00 0.40
C 1.52 -3.03 -0.16
N 0.58 -2.10 0.15
C -0.75 -2.27 -0.39
O -0.97 -3.27 -1.05
C -1.66 -1.23 -0.07
C -3.06 -1.50 -0.33
O -4.01 -0.85 0.05
C -1.38 2.09 1.60
C -0.31 2.90 0.82
H 4.04 2.00 -1.02
H 3.67 0.53 -0.13
H 4.36 0.42 -1.75
H 2.29 1.40 -2.72
H 1.90 -0.06 -1.79
H -2.10 2.87 -1.99
H -2.37 3.74 -0.46
H -3.71 1.79 -0.01
H -2.75 0.81 -1.13
H 3.38 -0.03 3.07
H 1.64 0.06 3.41
H 2.32 1.03 2.11
H 4.04 -1.97 1.79
H 3.49 -3.74 0.13
H 1.19 -3.78 -0.87
H -3.20 -2.45 -0.88
H -2.22 2.73 1.88
H -0.94 1.64 2.49
H 0.69 2.51 1.03
H -0.36 3.96 1.09
*
```

A structure of composition C17H20NO11P2Yb, computed with ωB97M-V with the def2-TZVPD basis set.

Its LUMO energy (spin up / spin down) is 4.92 / 4.92 eV. The calculation puts the energy above the lowest of the compared OMol25 structures with the same formula, charge and spin at 37.57 kJ/mol. For the frontier orbital gap (spin up / spin down), the calculation gives 6.44 / 6.45 eV. As for the expectation value of S²: 0.751.

```
! wB97M-V def2-TZVPD RIJCOSX def2/J DEFGRID3
* xyz -2 2
Yb 0.19 -0.07 0.22
C 2.01 1.70 0.26
C 1.19 2.27 1.28
C 0.19 3.04 0.66
C 0.37 2.96 -0.74
C 1.48 2.12 -0.99
C 2.13 1.84 -2.32
C -0.48 3.69 -1.74
C -0.85 3.87 1.35
C 1.47 2.27 2.77
C 3.39 1.10 0.44
H 1.44 2.06 -3.14
H 2.39 0.79 -2.39
H 3.03 2.44 -2.45
H -0.49 4.76 -1.52
H -1.51 3.33 -1.73
H -0.10 3.55 -2.75
H -0.47 4.87 1.60
H -1.16 3.40 2.28
H -1.73 3.99 0.72
H 1.89 3.24 3.09
H 2.18 1.48 3.02
H 0.56 2.10 3.33
H 4.16 1.88 0.34
H 3.59 0.34 -0.32
H 3.49 0.64 1.42
O -2.03 0.72 -3.49
C -1.60 0.57 -2.35
O -0.47 0.16 -1.99
C -2.56 0.91 -1.18
C -3.91 1.18 -1.36
C -4.71 1.41 -0.25
C -4.13 1.33 1.00
C -2.78 1.04 1.10
N -2.01 0.86 0.03
C -2.07 0.82 2.44
O -2.67 1.12 3.47
O -0.92 0.32 2.33
H -4.30 1.20 -2.37
H -5.76 1.63 -0.36
H -4.69 1.47 1.92
O 3.26 -2.85 0.97
P 1.84 -2.09 0.75
O 1.61 -1.05 1.82
O 1.78 -1.54 -0.64
O 0.86 -3.34 0.99
P -0.77 -2.96 1.18
O -0.80 -2.38 2.68
O -1.50 -4.23 1.11
O -1.04 -1.83 0.21
H 3.09 -3.57 1.57
H -0.66 -1.41 2.71
*
```

An isolated molecule of C17H20O5, computed with ωB97M-V with the def2-TZVPD basis set.

Its LUMO energy is 0.65 eV. The calculation puts the energy above the lowest of the compared OMol25 structures with the same formula, charge and spin at 101.23 kJ/mol. For the frontier orbital gap, the calculation gives 8.76 eV. The SMILES is COc1cccc(OCCOc2c(OC)cccc2OC)c1.

```
! wB97M-V def2-TZVPD RIJCOSX def2/J DEFGRID3
* xyz 0 1
C 0.29 -0.89 -3.56
O 0.48 -2.27 -3.46
C 0.50 -2.84 -2.22
C 0.61 -4.23 -2.19
C 0.64 -4.89 -0.98
C 0.55 -4.18 0.21
C 0.44 -2.79 0.18
O 0.38 -2.20 1.41
C 0.28 -0.80 1.52
C -1.16 -0.29 1.29
O -1.32 1.05 1.71
C -0.50 1.99 1.10
C 0.41 2.73 1.86
O 0.61 2.64 3.20
C -0.37 2.07 4.05
C 1.24 3.66 1.22
C 1.14 3.88 -0.14
C 0.21 3.18 -0.89
C -0.61 2.25 -0.28
O -1.56 1.52 -0.96
C -1.95 1.96 -2.23
C 0.41 -2.12 -1.04
H 0.26 -0.67 -4.63
H -0.66 -0.58 -3.10
H 1.12 -0.33 -3.11
H 0.68 -4.76 -3.13
H 0.73 -5.96 -0.96
H 0.57 -4.68 1.16
H 0.98 -0.29 0.84
H 0.58 -0.58 2.55
H -1.45 -0.41 0.24
H -1.85 -0.86 1.92
H -0.33 0.98 4.04
H -1.37 2.40 3.77
H -0.13 2.43 5.05
H 1.94 4.21 1.83
H 1.78 4.60 -0.62
H 0.13 3.38 -1.95
H -1.15 1.83 -2.97
H -2.26 3.01 -2.21
H -2.80 1.34 -2.51
H 0.32 -1.05 -1.06
*
```

A cluster of 3 separate species, C17H21BClF16NO5 in total, computed with ωB97M-V with the def2-TZVPD basis set.

Its LUMO energy is 3.78 eV. For the frontier orbital gap, the calculation gives 4.40 eV.

```
! wB97M-V def2-TZVPD RIJCOSX def2/J DEFGRID3
* xyz -2 1
C 1.63 0.11 -0.11
C 0.55 -1.15 0.02
O -0.20 -1.18 -1.26
C -1.40 -2.07 -1.15
C -2.83 -1.28 -1.26
B -3.15 -0.25 -0.02
Cl -1.98 1.19 0.13
C -4.74 0.23 -0.21
C -4.91 1.77 -0.76
N -6.17 2.35 -0.57
C -3.13 -1.07 1.44
O -2.31 -0.78 2.45
O -4.14 -2.17 1.54
H 1.28 0.88 -0.95
H 1.72 0.74 0.88
H 2.64 -0.35 -0.48
H -0.16 -0.93 0.95
H 1.20 -2.12 0.18
H -1.33 -2.80 -0.22
H -1.33 -2.78 -2.10
H -2.84 -0.75 -2.32
H -3.68 -2.12 -1.22
H -5.25 -0.48 -1.01
H -5.34 0.12 0.80
H -4.11 2.42 -1.30
H -6.19 3.32 -0.95
C 1.71 -0.51 -4.37
C 2.92 0.44 -4.30
C 3.43 0.91 -5.66
F 3.87 -0.11 -6.43
F 4.50 1.75 -5.50
F 3.90 -0.13 -3.57
F 2.52 1.55 -3.59
O 2.01 -1.90 -4.25
C 2.39 -2.55 -5.47
C 3.82 -3.08 -5.44
F 4.72 -2.09 -5.23
F 4.16 -3.66 -6.62
F 2.15 -1.72 -6.51
F 1.52 -3.59 -5.61
H 1.10 -0.29 -3.49
H 1.05 -0.30 -5.22
H 2.66 1.46 -6.21
H 3.95 -3.82 -4.64
C -0.87 0.87 4.72
C -1.15 0.88 6.23
C -1.11 2.27 6.87
F 0.09 2.86 6.75
F -1.37 2.18 8.20
F -0.29 0.03 6.85
F -2.39 0.35 6.42
O 0.47 0.54 4.33
C 1.38 1.64 4.32
C 2.52 1.47 5.34
F 2.04 1.36 6.61
F 3.35 2.54 5.33
F 0.70 2.79 4.48
F 1.90 1.68 3.06
H -1.48 0.05 4.30
H -1.24 1.77 4.21
H -1.87 2.92 6.43
H 3.11 0.57 5.13
*
```

Per-record E_tot, eV: -39958.07443, -31170.90300, -31171.14824, -33218.98874, -32105.20199, -92089.91176, -28188.82390, -86372.63135